(1)
The following is a DFT calculation (ωB97M-V/def2-TZVPD) of a molecular structure, C31H27Cl3IrN5O2S2Si.

Total charge   +2
DFT total energy   -4192.35460 a.u.
Relative energy (zero: lowest compared OMol25 entry of this formula, charge and spin)   0.061 eV
Orbital gap   7.031 eV
Lowest unoccupied orbital energy   -6.8 eV

Geometry (Å):
Ir: 0.3666 0.0340 -1.0575
C: -4.3328 -1.1693 1.2900
O: -3.5260 -2.0367 0.4139
C: -2.3441 -1.5016 0.3191
N: -2.2027 -0.3213 0.8362
C: -3.5150 0.1310 1.3965
C: -4.1002 1.3177 0.6768
C: -4.3468 1.2897 -0.6919
C: -4.9377 2.3804 -1.3109
C: -5.2955 3.4958 -0.5648
C: -5.0643 3.5206 0.8032
C: -4.4679 2.4326 1.4228
C: -1.2275 -2.3899 -0.1028
C: -1.3618 -3.7620 0.0244
C: -0.2200 -4.5560 0.0498
C: 1.0266 -3.9513 0.0662
C: 1.0815 -2.5805 -0.1072
N: -0.0216 -1.8339 -0.3017
C: 2.2916 -1.7367 -0.0303
N: 2.2126 -0.4794 -0.2799
C: 3.5862 0.0697 -0.2619
C: 4.3599 -1.0769 0.4203
O: 3.4538 -2.2353 0.3178
C: 3.7014 1.4216 0.3873
C: 4.6229 2.3315 -0.1191
C: 4.7702 3.5783 0.4708
C: 3.9877 3.9246 1.5636
C: 3.0667 3.0187 2.0713
C: 2.9290 1.7666 1.4901
H: -4.4178 -1.7044 2.2329
H: -5.3035 -1.0387 0.8242
H: -3.3417 0.4042 2.4369
H: -4.0826 0.4214 -1.2812
H: -5.1305 2.3535 -2.3751
H: -5.7666 4.3413 -1.0481
H: -5.3519 4.3833 1.3887
H: -4.2827 2.4555 2.4908
H: -2.3441 -4.1893 0.1668
H: -0.3103 -5.6297 0.1407
H: 1.9391 -4.5131 0.2121
H: 3.9002 0.1648 -1.3046
H: 4.5438 -0.8977 1.4777
H: 5.2786 -1.3478 -0.0890
H: 5.2284 2.0669 -0.9796
H: 5.4954 4.2786 0.0787
H: 4.1022 4.8963 2.0247
H: 2.4632 3.2817 2.9301
H: 2.2293 1.0538 1.9098
C: 0.8346 -2.8523 -3.5500
C: 1.6453 -1.6070 -3.6865
N: 1.4342 -0.5190 -2.9930
C: 2.2971 0.5018 -3.3490
C: 3.1922 0.1629 -4.3088
S: 2.9330 -1.4540 -4.7981
C: 1.9977 1.8148 -2.7700
C: 2.4531 3.0324 -3.1354
S: 1.4339 4.2457 -2.5025
C: 0.4169 3.0723 -1.7908
N: 0.8891 1.8530 -1.9285
C: -0.9100 3.4743 -1.2499
H: -0.1681 -2.5872 -3.2137
H: 1.2924 -3.5377 -2.8349
H: 0.7594 -3.3769 -4.5005
H: 3.9424 0.7798 -4.7759
H: 3.2762 3.2694 -3.7889
H: -1.4859 3.9086 -2.0692
H: -0.8184 4.2222 -0.4643
H: -1.4676 2.6177 -0.8880
Cl: -1.6393 0.0838 -2.2415
Si: -0.5574 0.4954 0.9684
Cl: -0.9289 2.2887 1.8524
Cl: 0.2386 -0.6216 2.5356

=====

(2)
The following is a DFT calculation (ωB97M-V/def2-TZVPD) of a molecular structure, C31H27Cl5InN5O in a non-equilibrium geometry.

Total charge   +2
DFT total energy   -4037.24690 a.u.
Orbital gap   6.807 eV
Lowest unoccupied orbital energy   -6.4 eV

Geometry (Å):
In: -0.1256 -0.2054 0.3982
C: -2.1350 4.5921 -1.0428
C: -2.1405 3.3098 -0.2819
C: -1.6945 3.2643 1.0426
C: -1.7406 2.0973 1.7800
C: -1.3651 2.0536 3.2262
C: -2.2311 0.9186 1.1581
C: -2.8031 0.9801 -0.1426
C: -3.6051 -0.1717 -0.6424
C: -2.6909 2.1613 -0.8549
H: -1.9343 4.4308 -2.1022
H: -1.4151 5.2977 -0.6333
H: -3.1245 5.0462 -0.9694
H: -1.3516 4.1768 1.5069
H: -0.5431 1.3516 3.3941
H: -2.2053 1.7093 3.8308
H: -1.0709 3.0346 3.5890
H: -2.5383 0.0947 1.7950
H: -3.0416 -1.1015 -0.5697
H: -3.9317 -0.0099 -1.6656
H: -4.4963 -0.2852 -0.0230
H: -3.1315 2.2315 -1.8395
C: 1.1747 -1.6012 -2.2047
N: 0.1704 -0.5523 -2.0235
C: 0.3995 0.7027 -2.7275
C: 0.8832 1.7555 -1.7810
N: 0.7848 1.6548 -0.4717
C: 1.3363 2.7922 0.0696
C: 1.5522 3.1605 1.3900
C: 2.1851 4.3638 1.6128
C: 2.5661 5.1982 0.5562
C: 2.3702 4.8396 -0.7627
C: 1.7567 3.6165 -0.9910
N: 1.4500 2.9183 -2.1423
C: 2.0124 -1.8323 -0.9841
N: 1.8544 -1.2233 0.1752
C: 2.7943 -1.7464 1.0464
C: 3.0969 -1.4552 2.3732
C: 4.1180 -2.1733 2.9599
C: 4.8292 -3.1530 2.2635
C: 4.5505 -3.4459 0.9452
C: 3.5280 -2.7245 0.3480
N: 3.0076 -2.7332 -0.9308
H: 1.8349 -1.3836 -3.0551
H: 0.6650 -2.5526 -2.4121
H: -0.7272 -0.9462 -2.2897
H: -0.5373 1.0480 -3.1802
H: 1.1278 0.5968 -3.5427
H: 1.2564 2.5014 2.1930
H: 2.3930 4.6729 2.6254
H: 3.0437 6.1375 0.7853
H: 2.6840 5.4759 -1.5744
H: 1.6789 3.2243 -3.0762
H: 2.5693 -0.6841 2.9167
H: 4.3803 -1.9743 3.9851
H: 5.6304 -3.6709 2.7627
H: 5.1041 -4.1941 0.4040
H: 3.3075 -3.3427 -1.6760
Cl: 0.7205 -6.8455 2.7177
C: 0.2745 -5.4182 1.8890
C: 0.2952 -4.1912 2.5527
Cl: 0.8656 -4.0782 4.1606
C: -0.1723 -3.0568 1.9046
Cl: -0.2167 -1.5551 2.7134
C: -0.6146 -3.0806 0.5748
O: -1.1054 -2.0338 -0.0156
C: -0.5058 -4.3095 -0.1064
Cl: -0.9423 -4.3475 -1.7661
C: -0.1186 -5.4731 0.5444
Cl: -0.1162 -6.9677 -0.2876